ORCA calculation (ωB97M-V/def2-TZVPD) on a 7-piece molecular cluster, C30H79N5O11 overall at a distorted geometry.

## Properties
F_max	2.3	eV/Å
HOMO	-7.907	eV
gap between HOMO and LUMO	8.598	eV
total charge	0
relative energy (zero: lowest compared OMol25 entry of this formula, charge and spin)	0.000	eV
molecular weight	686.0	g/mol
SMILES string	COC[C@H](C)N.COCCNCCOC.COCCNCCOC.COCCNCCOC.COCCNCCOC.CO.CO

Bonds (Å) are listed after each position.
Cartesian coordinates (Å):
1 C -1.16 2.15 7.43  O2 1.407, H7 1.098, H8 1.088, H9 1.099
2 O -0.43 1.89 6.25  C1 1.407, C3 1.411
3 C -1.29 1.38 5.26  O2 1.411, C4 1.531, H10 1.100, H11 1.100
4 C -0.75 1.76 3.88  C3 1.531, C5 1.548, N6 1.487, H12 1.094
5 C -1.82 1.66 2.76  C4 1.548, H13 1.093, H14 1.093, H15 1.083
6 N 0.35 0.88 3.39  C4 1.487, H16 1.018, H17 1.014
7 H -1.93 2.92 7.28  C1 1.098
8 H -0.51 2.47 8.24  C1 1.088
9 H -1.75 1.30 7.79  C1 1.099
10 H -1.38 0.29 5.35  C3 1.100
11 H -2.37 1.61 5.19  C3 1.100
12 H -0.25 2.71 4.09  C4 1.094
13 H -2.69 2.23 3.10  C5 1.093
14 H -2.14 0.62 2.73  C5 1.093
15 H -1.48 1.98 1.78  C5 1.083
16 H 1.13 0.96 4.04  N6 1.018
17 H 0.10 -0.10 3.40  N6 1.014
18 C -0.10 -2.11 1.45  O19 1.404, H27 1.091, H28 1.099, H29 1.094
19 O -0.52 -3.01 0.45  C18 1.404, C20 1.414
20 C -1.81 -3.54 0.67  O19 1.414, C21 1.541, H30 1.095, H31 1.096
21 C -2.18 -4.45 -0.53  C20 1.541, N22 1.462, H32 1.093, H33 1.090
22 N -3.36 -5.20 -0.10  C21 1.462, C23 1.457, H34 1.015
23 C -4.18 -5.58 -1.24  N22 1.457, C24 1.507, H35 1.099, H36 1.093
24 C -5.24 -6.57 -0.82  C23 1.507, O25 1.418, H37 1.099, H38 1.095
25 O -4.61 -7.81 -0.55  C24 1.418, C26 1.400
26 C -5.40 -8.75 0.13  O25 1.400, H39 1.098, H40 1.098, H41 1.089
27 H 0.70 -1.45 1.12  C18 1.091
28 H 0.36 -2.69 2.26  C18 1.099
29 H -0.93 -1.50 1.83  C18 1.094
30 H -2.58 -2.76 0.74  C20 1.095
31 H -1.86 -4.10 1.61  C20 1.096
32 H -1.29 -5.02 -0.78  C21 1.093
33 H -2.42 -3.74 -1.32  C21 1.090
34 H -3.04 -6.06 0.33  N22 1.015
35 H -3.65 -6.05 -2.08  C23 1.099
36 H -4.72 -4.73 -1.68  C23 1.093
37 H -5.90 -6.73 -1.68  C24 1.099
38 H -5.81 -6.28 0.06  C24 1.095
39 H -6.12 -9.15 -0.59  C26 1.098
40 H -5.94 -8.28 0.97  C26 1.098
41 H -4.85 -9.57 0.58  C26 1.089
42 C 1.63 6.82 3.34  O43 1.405, H51 1.095, H52 1.098, H53 1.088
43 O 0.53 6.99 2.49  C42 1.405, C44 1.425
44 C 0.77 6.30 1.27  O43 1.425, C45 1.555, H54 1.096, H55 1.094
45 C -0.45 6.50 0.33  C44 1.555, N46 1.442, H56 1.096, H57 1.090
46 N -1.68 6.15 1.00  C45 1.442, C47 1.457, H58 1.005
47 C -2.17 4.82 0.67  N46 1.457, C48 1.528, H59 1.090, H60 1.099
48 C -3.53 4.66 1.35  C47 1.528, O49 1.420, H61 1.094, H62 1.093
49 O -4.36 5.72 0.89  C48 1.420, C50 1.407
50 C -5.54 5.89 1.62  O49 1.407, H63 1.093, H64 1.096, H65 1.088
51 H 2.57 7.20 2.93  C42 1.095
52 H 1.88 5.78 3.61  C42 1.098
53 H 1.44 7.30 4.30  C42 1.088
54 H 0.84 5.24 1.55  C44 1.096
55 H 1.71 6.60 0.78  C44 1.094
56 H -0.23 5.84 -0.52  C45 1.096
57 H -0.37 7.54 0.01  C45 1.090
58 H -2.40 6.84 0.94  N46 1.005
59 H -1.52 4.02 1.03  C47 1.090
60 H -2.18 4.77 -0.43  C47 1.099
61 H -3.35 4.79 2.42  C48 1.094
62 H -3.96 3.67 1.18  C48 1.093
63 H -5.47 6.33 2.62  C50 1.093
64 H -6.05 4.93 1.75  C50 1.096
65 H -6.23 6.50 1.04  C50 1.088
66 C -4.96 -3.38 -2.89  O67 1.406, H75 1.094, H76 1.089, H77 1.100
67 O -4.73 -2.04 -3.23  C66 1.406, C68 1.437
68 C -4.01 -1.93 -4.47  O67 1.437, C69 1.545, H78 1.091, H79 1.094
69 C -2.52 -2.32 -4.31  C68 1.545, N70 1.445, H80 1.089, H81 1.096
70 N -1.72 -1.28 -3.72  C69 1.445, C71 1.454, H82 1.003
71 C -1.96 -0.88 -2.34  N70 1.454, C72 1.516, H83 1.103, H84 1.093
72 C -1.09 0.32 -2.03  C71 1.516, O73 1.414, H85 1.099, H86 1.088
73 O 0.28 0.09 -2.34  C72 1.414, C74 1.416
74 C 0.90 -0.95 -1.62  O73 1.416, H87 1.092, H88 1.086, H89 1.093
75 H -5.63 -3.50 -2.03  C66 1.094
76 H -4.06 -3.97 -2.69  C66 1.089
77 H -5.58 -3.88 -3.66  C66 1.100
78 H -4.02 -0.87 -4.71  C68 1.091
79 H -4.60 -2.47 -5.22  C68 1.094
80 H -2.19 -2.78 -5.24  C69 1.089
81 H -2.44 -3.11 -3.56  C69 1.096
82 H -0.85 -0.93 -4.08  N70 1.003
83 H -1.77 -1.78 -1.74  C71 1.103
84 H -3.01 -0.67 -2.13  C71 1.093
85 H -1.12 0.55 -0.96  C72 1.099
86 H -1.49 1.20 -2.53  C72 1.088
87 H 1.09 -0.58 -0.61  C74 1.092
88 H 1.82 -1.16 -2.16  C74 1.086
89 H 0.30 -1.86 -1.67  C74 1.093
90 C 3.19 2.36 -3.64  O91 1.410, H99 1.095, H100 1.089, H101 1.098
91 O 4.08 1.32 -3.98  C90 1.410, C92 1.413
92 C 3.80 0.13 -3.28  O91 1.413, C93 1.515, H102 1.096, H103 1.092
93 C 4.95 -0.84 -3.31  C92 1.515, N94 1.493, H104 1.099, H105 1.090
94 N 5.93 -0.47 -2.25  C93 1.493, C95 1.480, H106 1.015
95 C 7.24 -1.15 -2.37  N94 1.480, C96 1.549, H107 1.089, H108 1.093
96 C 7.17 -2.50 -1.62  C95 1.549, O97 1.397, H109 1.100, H110 1.089
97 O 7.93 -2.49 -0.44  C96 1.397, C98 1.409
98 C 9.33 -2.40 -0.58  O97 1.409, H111 1.094, H112 1.093, H113 1.089
99 H 2.21 1.90 -3.52  C90 1.095
100 H 3.15 3.18 -4.37  C90 1.089
101 H 3.41 2.91 -2.72  C90 1.098
102 H 2.99 -0.37 -3.83  C92 1.096
103 H 3.53 0.36 -2.24  C92 1.092
104 H 5.47 -0.77 -4.28  C93 1.099
105 H 4.74 -1.91 -3.21  C93 1.090
106 H 5.93 0.55 -2.25  N94 1.015
107 H 7.93 -0.48 -1.85  C95 1.089
108 H 7.48 -1.23 -3.43  C95 1.093
109 H 7.50 -3.27 -2.34  C96 1.100
110 H 6.14 -2.73 -1.35  C96 1.089
111 H 9.67 -1.91 -1.50  C98 1.094
112 H 9.79 -3.40 -0.57  C98 1.093
113 H 9.70 -1.82 0.26  C98 1.089
114 C 5.29 -0.21 1.03  O115 1.417, H116 1.097, H117 1.090, H118 1.095
115 O 4.34 -0.30 -0.01  C114 1.417, H119 0.995
116 H 5.36 0.81 1.41  C114 1.097
117 H 5.06 -0.88 1.87  C114 1.090
118 H 6.28 -0.43 0.61  C114 1.095
119 H 4.86 -0.45 -0.85  O115 0.995
120 C 2.04 1.90 0.77  O121 1.395, H122 1.096, H123 1.097, H124 1.097
121 O 0.85 2.60 0.97  C120 1.395, H125 0.968
122 H 2.06 0.89 0.33  C120 1.096
123 H 2.70 2.43 0.07  C120 1.097
124 H 2.71 1.77 1.64  C120 1.097
125 H 0.49 2.34 1.83  O121 0.968



ORCA calculation (ωB97M-V/def2-TZVPD) on a 9-piece molecular cluster, C30H79NO10 overall at a distorted geometry.

## Properties
F_max	1.9	eV/Å
HOMO	-9.408	eV
gap between HOMO and LUMO	9.823	eV
total charge	0
relative energy (zero: lowest compared OMol25 entry of this formula, charge and spin)	0.000	eV
molecular weight	614.0	g/mol
SMILES string	COCCNCCOC.CC(C)O.CC(C)O.CC(C)O.CC(C)O.CC(C)O.CC(C)O.CC(C)O.CC(C)O

Bonds (Å) are listed after each position.
Cartesian coordinates (Å):
1 C -1.24 -3.74 2.86  O2 1.400, H10 1.089, H11 1.096, H12 1.099
2 O -1.00 -2.38 3.11  C1 1.400, C3 1.411
3 C -0.92 -2.10 4.49  O2 1.411, C4 1.510, H13 1.100, H14 1.103
4 C -0.83 -0.60 4.68  C3 1.510, N5 1.477, H15 1.092, H16 1.093
5 N 0.44 -0.10 4.12  C4 1.477, C6 1.464, H17 1.019
6 C 0.56 1.32 4.44  N5 1.464, C7 1.514, H18 1.094, H19 1.102
7 C 1.79 2.00 3.87  C6 1.514, O8 1.419, H20 1.096, H21 1.093
8 O 1.57 2.24 2.49  C7 1.419, C9 1.416
9 C 2.64 2.97 1.91  O8 1.416, H22 1.093, H23 1.094, H24 1.091
10 H -1.30 -3.91 1.79  C1 1.089
11 H -2.17 -4.08 3.34  C1 1.096
12 H -0.44 -4.39 3.22  C1 1.099
13 H -0.07 -2.64 4.92  C3 1.100
14 H -1.80 -2.49 5.03  C3 1.103
15 H -0.74 -0.43 5.75  C4 1.092
16 H -1.69 -0.09 4.24  C4 1.093
17 H 0.39 -0.15 3.10  N5 1.019
18 H 0.61 1.44 5.52  C6 1.094
19 H -0.33 1.88 4.11  C6 1.102
20 H 2.65 1.34 4.03  C7 1.096
21 H 1.97 2.93 4.41  C7 1.093
22 H 3.58 2.42 1.84  C9 1.093
23 H 2.84 3.92 2.42  C9 1.094
24 H 2.35 3.24 0.89  C9 1.091
25 C 0.46 0.13 -1.56  C26 1.530, H29 1.090, H30 1.091, H31 1.092
26 C 0.12 0.55 -0.13  C25 1.530, C27 1.538, O28 1.452, H32 1.092
27 C -1.04 -0.28 0.46  C26 1.538, H33 1.091, H34 1.093, H35 1.089
28 O 1.28 0.24 0.67  C26 1.452, H36 0.986
29 H -0.31 0.45 -2.26  C25 1.090
30 H 0.60 -0.95 -1.67  C25 1.091
31 H 1.45 0.57 -1.75  C25 1.092
32 H -0.02 1.64 -0.10  C26 1.092
33 H -1.91 -0.26 -0.20  C27 1.091
34 H -1.34 0.10 1.44  C27 1.093
35 H -0.67 -1.29 0.64  C27 1.089
36 H 1.45 1.01 1.26  O28 0.986
37 C 4.39 1.18 -0.90  C38 1.535, H41 1.093, H42 1.093, H43 1.089
38 C 5.34 0.70 0.20  C37 1.535, C39 1.528, O40 1.441, H44 1.096
39 C 6.56 -0.04 -0.35  C38 1.528, H45 1.085, H46 1.092, H47 1.095
40 O 5.80 1.89 0.87  C38 1.441, H48 0.968
41 H 3.51 1.68 -0.50  C37 1.093
42 H 3.99 0.28 -1.39  C37 1.093
43 H 4.80 1.88 -1.63  C37 1.089
44 H 4.73 0.08 0.87  C38 1.096
45 H 7.20 0.63 -0.92  C39 1.085
46 H 6.24 -0.89 -0.95  C39 1.092
47 H 7.07 -0.42 0.54  C39 1.095
48 H 6.33 1.58 1.61  O40 0.968
49 C -3.22 3.72 2.63  C50 1.527, H53 1.093, H54 1.093, H55 1.090
50 C -3.26 2.37 1.92  C49 1.527, C51 1.511, O52 1.430, H56 1.100
51 C -4.20 1.37 2.56  C50 1.511, H57 1.091, H58 1.092, H59 1.090
52 O -3.62 2.53 0.55  C50 1.430, H60 0.971
53 H -2.43 4.35 2.21  C49 1.093
54 H -2.92 3.53 3.67  C49 1.093
55 H -4.18 4.24 2.56  C49 1.090
56 H -2.22 2.01 1.96  C50 1.100
57 H -4.07 1.29 3.64  C51 1.091
58 H -3.98 0.38 2.16  C51 1.092
59 H -5.24 1.67 2.38  C51 1.090
60 H -3.19 3.33 0.20  O52 0.971
61 C -0.68 4.54 -0.45  C62 1.532, H65 1.086, H66 1.091, H67 1.096
62 C -1.73 5.25 -1.31  C61 1.532, C63 1.507, O64 1.442, H68 1.097
63 C -2.04 4.58 -2.63  C62 1.507, H69 1.089, H70 1.091, H71 1.093
64 O -2.98 5.36 -0.60  C62 1.442, H72 0.962
65 H -1.06 3.66 0.04  C61 1.086
66 H -0.21 5.21 0.27  C61 1.091
67 H 0.15 4.24 -1.10  C61 1.096
68 H -1.38 6.26 -1.55  C62 1.097
69 H -1.24 4.71 -3.36  C63 1.089
70 H -2.92 5.01 -3.12  C63 1.091
71 H -2.29 3.53 -2.44  C63 1.093
72 H -2.89 5.96 0.15  O64 0.962
73 C -6.00 1.91 -2.26  C74 1.533, H77 1.092, H78 1.095, H79 1.090
74 C -5.38 0.56 -1.88  C73 1.533, C75 1.535, O76 1.436, H80 1.090
75 C -3.94 0.48 -2.41  C74 1.535, H81 1.091, H82 1.089, H83 1.090
76 O -5.42 0.42 -0.45  C74 1.436, H84 0.977
77 H -6.02 1.99 -3.35  C73 1.092
78 H -5.42 2.76 -1.87  C73 1.095
79 H -6.97 2.03 -1.77  C73 1.090
80 H -6.00 -0.25 -2.27  C74 1.090
81 H -3.97 0.43 -3.50  C75 1.091
82 H -3.38 -0.35 -2.00  C75 1.089
83 H -3.42 1.39 -2.10  C75 1.090
84 H -4.91 1.18 -0.11  O76 0.977
85 C 1.71 -3.03 2.01  C86 1.517, H89 1.091, H90 1.090, H91 1.092
86 C 2.91 -2.81 1.12  C85 1.517, C87 1.520, O88 1.427, H92 1.101
87 C 3.70 -4.08 0.88  C86 1.520, H93 1.090, H94 1.090, H95 1.092
88 O 2.56 -2.26 -0.15  C86 1.427, H96 0.976
89 H 1.03 -3.78 1.60  C85 1.091
90 H 1.18 -2.09 2.16  C85 1.090
91 H 2.03 -3.33 3.01  C85 1.092
92 H 3.59 -2.10 1.61  C86 1.101
93 H 3.86 -4.56 1.84  C87 1.090
94 H 4.66 -3.88 0.39  C87 1.090
95 H 3.15 -4.75 0.22  C87 1.092
96 H 2.09 -1.42 0.03  O88 0.976
97 C -1.19 -3.68 -1.70  C98 1.519, H101 1.095, H102 1.091, H103 1.098
98 C -2.12 -4.41 -2.65  C97 1.519, C99 1.527, O100 1.416, H104 1.101
99 C -1.69 -4.25 -4.11  C98 1.527, H105 1.090, H106 1.091, H107 1.090
100 O -2.14 -5.80 -2.38  C98 1.416, H108 0.964
101 H -1.46 -3.85 -0.65  C97 1.095
102 H -1.07 -2.61 -1.89  C97 1.091
103 H -0.17 -4.08 -1.78  C97 1.098
104 H -3.12 -3.98 -2.50  C98 1.101
105 H -1.49 -3.21 -4.37  C99 1.090
106 H -2.47 -4.62 -4.78  C99 1.091
107 H -0.79 -4.85 -4.29  C99 1.090
108 H -2.30 -5.91 -1.43  O100 0.964
109 C 3.81 -1.42 -5.15  C110 1.516, H113 1.089, H114 1.093, H115 1.096
110 C 3.02 -1.42 -3.85  C109 1.516, C111 1.528, O112 1.439, H116 1.097
111 C 1.84 -2.39 -3.86  C110 1.528, H117 1.088, H118 1.096, H119 1.091
112 O 3.92 -1.80 -2.80  C110 1.439, H120 0.969
113 H 4.72 -0.82 -5.11  C109 1.089
114 H 3.24 -1.10 -6.02  C109 1.093
115 H 4.09 -2.44 -5.41  C109 1.096
116 H 2.71 -0.38 -3.65  C110 1.097
117 H 2.04 -3.32 -4.39  C111 1.088
118 H 1.00 -1.82 -4.29  C111 1.096
119 H 1.51 -2.65 -2.86  C111 1.091
120 H 3.37 -1.83 -2.00  O112 0.969